[1]
61
Properties=species:S:1:pos:R:3 method="wB97M-V/def2-TZVPD" gap_ev=6.11 total_energy_ev=-49162.2033 total_charge=+1 de_lowest_kcal_mol=14.0
C 5.281 3.063 0.947
N 5.180 1.936 0.048
C 6.389 1.615 -0.695
C 6.366 2.376 -1.991
F 7.488 2.251 -2.743
F 5.292 1.959 -2.746
F 6.164 3.718 -1.756
C 3.984 1.327 -0.220
C 3.881 -0.082 -0.358
C 2.640 -0.659 -0.503
C 1.471 0.144 -0.745
C 0.200 -0.459 -0.643
C -1.067 0.053 -1.015
C -2.154 -0.872 -1.128
C -3.406 -0.464 -1.528
C -3.614 0.861 -1.995
N -4.887 1.317 -2.318
C -5.279 1.720 -3.646
C -5.866 1.571 -1.269
C -5.562 2.868 -0.571
F -6.527 3.278 0.295
F -4.385 2.757 0.133
F -5.368 3.876 -1.486
C -2.525 1.768 -1.953
C -1.358 1.417 -1.314
C 1.706 1.532 -0.994
C 2.831 2.124 -0.459
H 4.624 2.911 1.818
H 6.317 3.125 1.303
H 5.013 4.007 0.444
H 7.246 1.958 -0.107
H 6.419 0.542 -0.908
H 4.789 -0.686 -0.269
H 2.512 -1.742 -0.436
H 0.197 -1.467 -0.223
H -1.952 -1.918 -0.888
H -4.258 -1.148 -1.530
H -4.821 1.063 -4.398
H -6.368 1.622 -3.727
H -4.994 2.768 -3.847
H -6.853 1.659 -1.730
H -5.809 0.770 -0.523
H -2.665 2.769 -2.364
H -0.677 2.214 -1.034
H 1.018 2.144 -1.565
H 2.893 3.200 -0.300
C -0.991 -6.195 5.039
O -1.320 -4.790 4.852
C -0.851 -4.141 3.745
C -1.263 -2.802 3.538
C -0.865 -2.156 2.373
N -0.095 -2.737 1.436
C 0.342 -3.988 1.652
C -0.003 -4.734 2.783
H -1.521 -6.483 5.948
H -1.329 -6.814 4.194
H 0.091 -6.347 5.171
H -1.893 -2.288 4.257
H -1.173 -1.123 2.169
H 1.000 -4.429 0.893
H 0.369 -5.757 2.890

[2]
59
Properties=species:S:1:pos:R:3 method="wB97M-V/def2-TZVPD" gap_ev=5.83 total_energy_ev=-62209.4704 total_charge=+3 de_lowest_kcal_mol=7.2
Ti 0.023 -0.073 -0.051
C -1.910 2.364 -0.768
O -0.858 1.739 0.060
C -0.740 2.251 1.404
C -0.905 3.583 1.687
C -0.816 3.955 3.025
C -0.562 3.008 4.010
C -0.379 1.670 3.687
C -0.466 1.294 2.362
N -0.289 -0.045 1.856
N -0.090 -0.991 2.738
C 0.051 -2.250 2.390
C -0.063 -2.740 1.040
O -0.239 -1.847 0.059
C -0.040 -4.083 0.760
C 0.140 -4.977 1.810
C 0.295 -4.586 3.150
C 0.479 -5.560 4.157
C 0.621 -5.169 5.460
C 0.582 -3.802 5.777
C 0.407 -2.831 4.808
C 0.257 -3.210 3.479
H -2.767 2.555 -0.132
H -1.500 3.273 -1.195
H -2.162 1.647 -1.542
H -1.102 4.315 0.917
H -0.951 4.994 3.292
H -0.505 3.315 5.046
H -0.176 0.931 4.448
H -0.172 -4.430 -0.255
H 0.160 -6.038 1.587
H 0.503 -6.608 3.884
H 0.758 -5.902 6.242
H 0.690 -3.497 6.810
H 0.382 -1.788 5.087
N 0.895 -2.980 -5.065
C 0.367 -1.675 -4.497
C 0.337 -1.688 -2.970
N -0.210 -0.407 -2.460
H 0.961 -2.932 -6.087
H 0.285 -3.772 -4.848
H 1.831 -3.206 -4.720
H -0.624 -1.542 -4.927
H 1.021 -0.897 -4.888
H 1.337 -1.825 -2.557
H -0.285 -2.496 -2.589
H -1.179 -0.308 -2.756
H 0.282 0.365 -2.906
F 6.044 0.657 -0.101
C 4.736 0.494 -0.035
C 4.181 0.052 1.157
C 2.812 -0.109 1.228
C 2.006 0.160 0.112
C 2.608 0.617 -1.073
C 3.978 0.793 -1.156
H 4.825 -0.141 2.006
H 2.380 -0.434 2.164
H 2.022 0.905 -1.939
H 4.460 1.176 -2.045

[3]
61
Properties=species:S:1:pos:R:3 method="wB97M-V/def2-TZVPD" gap_ev=8.55 total_energy_ev=-44139.6270 total_charge=+1 de_lowest_kcal_mol=0.0
F -1.320 1.353 -1.535
C -0.263 1.828 -0.847
C -0.167 3.181 -0.588
C 0.915 3.642 0.143
C 1.882 2.759 0.596
C 1.771 1.406 0.329
C 0.690 0.918 -0.399
C 0.523 -0.555 -0.704
C 1.835 -1.168 -1.042
N 2.571 -1.779 -0.132
N 3.678 -2.167 -0.750
N 3.658 -1.832 -1.965
N 2.510 -1.199 -2.212
C 2.172 -0.669 -3.507
C 1.908 0.814 -3.438
C 0.747 1.348 -3.971
C 0.486 2.717 -3.933
C 1.426 3.515 -3.330
C 2.600 2.979 -2.785
C 2.866 1.636 -2.830
O 3.341 3.980 -2.235
C 2.659 5.181 -2.542
O 1.414 4.861 -3.129
N 0.034 -1.318 0.498
C -0.473 -2.661 0.125
C -0.796 -3.457 1.386
N -1.808 -2.747 2.133
C -2.382 -3.524 3.229
C -3.587 -2.848 3.790
C -3.783 -2.158 4.951
C -5.137 -1.743 4.941
C -5.658 -2.208 3.775
O -4.730 -2.875 3.072
C -1.300 -1.459 2.549
C -0.985 -0.622 1.315
H -0.929 3.848 -0.958
H 0.999 4.695 0.361
H 2.727 3.123 1.158
H 2.530 0.725 0.686
H -0.205 -0.677 -1.514
H 3.032 -0.885 -4.148
H 1.299 -1.199 -3.899
H 0.026 0.699 -4.444
H -0.413 3.130 -4.356
H 3.782 1.237 -2.426
H 3.260 5.777 -3.249
H 2.498 5.760 -1.623
H 0.884 -1.473 1.069
H 0.283 -3.181 -0.464
H -1.382 -2.530 -0.465
H -1.187 -4.432 1.092
H 0.130 -3.620 1.969
H -1.653 -3.689 4.036
H -2.679 -4.491 2.816
H -3.063 -1.980 5.724
H -5.644 -1.184 5.699
H -6.639 -2.137 3.350
H -2.069 -0.954 3.136
H -0.393 -1.550 3.177
H -0.608 0.358 1.609
H -1.885 -0.501 0.709

[4]
65
Properties=species:S:1:pos:R:3 method="wB97M-V/def2-TZVPD" spin_multiplicity=2 gap_ev="6.05 / 5.68" total_energy_ev=-167523.2469 total_charge=-1 de_lowest_kcal_mol=14.4 s_squared=0.7508
Yb -1.059 0.470 0.124
C 2.782 0.750 0.060
N 2.789 0.043 1.314
C 3.007 -1.385 1.278
C 2.069 -2.142 0.351
N 0.655 -2.308 0.790
C 0.559 -2.543 2.218
C -0.237 -2.969 -0.067
C 0.244 -3.826 -1.096
C -0.574 -4.254 -2.130
C -1.877 -3.748 -2.271
C -2.405 -2.991 -1.235
C -1.643 -2.643 -0.078
S -2.602 -1.941 1.133
C 2.944 0.802 2.471
C 4.177 0.994 3.063
C 4.360 1.854 4.156
C 3.281 2.546 4.665
C 2.009 2.367 4.096
C 1.733 1.376 3.099
S 0.132 0.927 2.797
H 3.734 1.188 -0.208
H 1.987 1.544 0.172
H 2.422 0.066 -0.736
H 3.015 -1.826 2.298
H 4.022 -1.617 0.919
H 2.583 -3.125 0.313
H 2.126 -1.710 -0.699
H 1.474 -3.092 2.565
H -0.324 -3.147 2.556
H 0.492 -1.534 2.775
H 1.267 -4.145 -0.995
H -0.176 -4.976 -2.872
H -2.435 -3.977 -3.145
H -3.400 -2.592 -1.258
H 5.032 0.429 2.721
H 5.382 2.092 4.574
H 3.462 3.335 5.399
H 1.185 2.958 4.471
I -6.713 2.068 2.898
C -5.064 2.243 1.724
C -4.901 2.911 0.502
N -3.642 2.668 0.039
N -2.932 1.901 0.910
C -3.794 1.637 1.921
H -5.584 3.540 -0.092
H -3.218 3.076 -0.791
H -3.461 1.005 2.776
C -2.804 1.166 -4.442
N -1.532 0.614 -3.962
C -0.534 0.380 -4.888
C 0.664 -0.072 -4.496
C 0.865 -0.455 -3.031
O 1.919 -1.038 -2.758
N -0.112 -0.098 -2.163
C -1.308 0.397 -2.634
O -2.272 0.695 -1.840
H -3.704 0.579 -4.108
H -2.698 1.211 -5.550
H -2.908 2.188 -4.044
H -0.782 0.607 -5.928
H 1.372 -0.297 -5.204
Se -0.093 3.161 -0.793
C 0.367 4.018 0.693
N 0.679 4.645 1.670